# 1
Molecular formula: CH7O2S
Method: DFT, ωB97M-V/def2-TZVPD

Highest occupied orbital energy   -0.0964 Ha
ΔE to the lowest compared entry with this formula, charge and spin   52.4 kJ/mol
Total charge   -1
Gap between HOMO and LUMO   0.2383 Ha

XYZ file:
```
11
Properties=species:S:1:pos:R:3:mulliken_charge:R:1
C 1.180 1.199 0.608 -0.849
S 0.003 -0.209 0.902 -0.715
H 2.024 1.006 1.269 0.223
H 1.476 1.366 -0.419 0.161
H 0.695 2.109 0.970 0.241
H -3.266 -1.245 0.172 0.355
H -4.645 -0.692 0.646 0.303
O -4.190 -1.471 0.327 -0.684
H 1.903 -1.021 -0.876 0.303
H 2.464 -0.051 -1.875 0.302
O 2.355 -0.991 -1.725 -0.640
```

# 2
Molecular formula: CH7O2S
Method: DFT, ωB97M-V/def2-TZVPD

Highest occupied orbital energy   -0.1007 Ha
ΔE to the lowest compared entry with this formula, charge and spin   27.5 kJ/mol
Total charge   -1
Gap between HOMO and LUMO   0.2516 Ha

XYZ file:
```
11
Properties=species:S:1:pos:R:3:mulliken_charge:R:1
C 0.100 -0.802 2.107 -0.722
S 0.045 -1.357 0.344 -0.690
H 1.107 -0.939 2.492 0.185
H -0.191 0.232 2.252 0.215
H -0.586 -1.445 2.646 0.181
H 0.364 0.219 -2.562 0.338
H -1.020 -0.147 -2.748 0.314
O -0.196 -0.132 -3.257 -0.655
H 0.019 0.657 -0.341 0.195
H 0.287 2.172 -0.120 0.257
O 0.072 1.541 -0.812 -0.618
```

# 3
Molecular formula: CH7OS
Method: DFT, ωB97M-V/def2-TZVPD

Highest occupied orbital energy   -0.5988 Ha
ΔE to the lowest compared entry with this formula, charge and spin   175.3 kJ/mol
Total charge   +1
Gap between HOMO and LUMO   0.3938 Ha

XYZ file:
```
10
Properties=species:S:1:pos:R:3:mulliken_charge:R:1
O -1.710 -2.126 0.393 -0.666
H -0.773 0.707 -0.449 0.278
H -2.485 -2.716 0.418 0.312
H -1.391 -2.308 -0.502 0.344
C 1.422 1.708 -0.110 -0.685
S 0.277 0.015 -0.135 -0.055
H 2.350 1.240 0.266 0.324
H 1.341 2.047 -1.126 0.359
H 0.961 2.525 0.455 0.353
H 0.009 -1.091 0.789 0.436
```

# 4
Molecular formula: CH7OS2
Method: DFT, ωB97M-V/def2-TZVPD

Highest occupied orbital energy   -0.5276 Ha
ΔE to the lowest compared entry with this formula, charge and spin   519.1 kJ/mol
Total charge   +1
Gap between HOMO and LUMO   0.1733 Ha

XYZ file:
```
11
Properties=species:S:1:pos:R:3:mulliken_charge:R:1
O 1.464 3.525 0.503 -0.620
H -0.145 0.246 -0.532 0.103
H -2.348 1.030 -1.462 0.301
H 0.571 3.284 0.412 0.284
C -0.061 -2.814 0.184 -0.712
S 0.681 -1.197 0.054 0.262
S -1.125 1.162 -0.808 0.006
H -0.998 -2.686 0.755 0.323
H 0.668 -3.609 0.399 0.385
H -0.443 -2.949 -0.834 0.329
H 1.736 4.008 1.330 0.340
```

# 5
Molecular formula: CH7P3
Method: DFT, ωB97M-V/def2-TZVPD

Highest occupied orbital energy (alpha / beta)   -0.2885 / -0.3247 Ha
2S+1   3
ΔE to the lowest compared entry with this formula, charge and spin   20.5 kJ/mol
Gap between HOMO and LUMO (alpha / beta)   0.3225 / 0.2788 Ha

XYZ file:
```
11
Properties=species:S:1:pos:R:3:mulliken_charge:R:1
C -2.492 0.425 0.127 -1.003
P 1.614 1.430 0.455 -0.075
P 2.421 -1.398 -0.590 -0.198
P 0.684 -0.137 -0.728 0.046
H -2.701 0.143 1.097 0.379
H -3.219 -0.055 -0.569 0.285
H -2.624 1.495 0.252 0.321
H 1.845 0.409 1.446 0.073
H 0.414 1.976 0.653 0.034
H 1.771 -2.560 -0.230 0.069
H 2.286 -1.728 -1.914 0.068
```

# 6
Molecular formula: CH8N2O2Si2
Method: DFT, ωB97M-V/def2-TZVPD

Highest occupied orbital energy (alpha / beta)   -0.3326 / -0.2749 Ha
ΔE to the lowest compared entry with this formula, charge and spin   384.9 kJ/mol
Gap between HOMO and LUMO (alpha / beta)   0.3050 / 0.2462 Ha

XYZ file:
```
15
Properties=species:S:1:pos:R:3:mulliken_charge:R:1
C 0.783 1.149 0.038 0.548
N 1.623 2.219 -0.027 -0.483
N 1.155 -0.089 -0.402 -0.137
O -0.236 1.289 0.706 -0.551
O 0.564 -2.661 -0.412 -0.472
Si -1.835 -0.616 1.298 0.549
Si -0.226 -1.216 -0.441 -0.014
H 1.840 2.608 -0.915 0.234
H 1.397 2.948 0.613 0.247
H 1.826 -0.255 -1.151 0.280
H 0.278 -3.391 -0.864 0.314
H -1.480 0.113 2.511 -0.117
H -2.453 -1.813 1.761 -0.248
H -2.762 0.284 0.420 -0.074
H -0.474 -0.569 -3.134 -0.075
```

# 7
Molecular formula: CH8N2O2Si2
Method: DFT, ωB97M-V/def2-TZVPD

Highest occupied orbital energy (alpha / beta)   -0.2243 / -0.3561 Ha
2S+1   3
ΔE to the lowest compared entry with this formula, charge and spin   92.4 kJ/mol
Gap between HOMO and LUMO (alpha / beta)   0.2413 / 0.3028 Ha

XYZ file:
```
15
Properties=species:S:1:pos:R:3:mulliken_charge:R:1
C 0.404 0.669 -1.395 0.636
N 1.205 0.880 -2.431 -0.444
N 0.991 0.030 -0.375 -0.234
O -0.758 1.019 -1.381 -0.608
O 0.733 -0.729 2.306 -0.467
Si -1.982 0.344 1.432 0.404
Si -0.066 -0.731 0.893 -0.042
H 2.067 0.310 -2.569 0.185
H 0.912 1.632 -3.199 0.262
H 1.940 -0.330 -0.404 0.268
H 1.526 -1.319 2.456 0.325
H -1.732 1.534 0.483 -0.058
H -2.050 0.630 2.807 -0.151
H -3.033 -0.631 0.917 -0.090
H -0.157 -3.310 0.460 0.014
```

# 8
Molecular formula: CH8N2P
Method: DFT, ωB97M-V/def2-TZVPD

Highest occupied orbital energy   -0.5455 Ha
ΔE to the lowest compared entry with this formula, charge and spin   120.0 kJ/mol
Structure (SMILES)   NPC[NH3+]
Total charge   +1
Gap between HOMO and LUMO   0.4156 Ha

XYZ file:
```
12
Properties=species:S:1:pos:R:3:mulliken_charge:R:1
C -0.592 0.884 -0.035 -0.478
N 1.102 -0.864 0.523 -0.678
N -0.779 -0.067 -1.180 -0.389
P -0.235 -0.222 1.425 0.098
H -1.493 1.543 0.421 0.328
H 0.173 1.699 -0.274 0.340
H 2.085 -0.479 0.523 0.279
H 1.185 -1.874 0.733 0.296
H -0.445 0.031 -2.139 0.350
H 0.052 -0.748 -0.713 0.479
H -1.585 -0.599 -1.297 0.292
H 0.532 0.697 2.013 0.084
```

| no. | M (g mol⁻¹) |
| --- | --- |
| 1 | 83.1 |
| 2 | 83.1 |
| 3 | 67.1 |
| 4 | 99.2 |
| 5 | 112.0 |
| 6 | 136.3 |
| 7 | 136.3 |
| 8 | 79.1 |